(1)
The molecule C4H12N2O2. Source: OMol25; level of theory: the ωB97M-V functional and the def2-TZVPD basis.

XYZ file:
```
20
Properties=species:S:1:pos:R:3:nbo_charge:R:1
C -0.793 0.109 -0.022 0.36
C 0.771 0.125 0.024 0.37
C 1.366 0.292 -1.380 -0.64
C -1.377 -0.075 1.384 -0.65
N -1.227 -0.985 -0.854 -0.85
N 1.347 -1.066 0.619 -0.86
O -1.241 1.340 -0.574 -0.74
O 1.104 1.237 0.830 -0.74
H -0.790 2.046 -0.096 0.48
H 2.058 1.212 0.968 0.48
H -2.236 -1.072 -0.787 0.37
H -1.013 -0.779 -1.823 0.37
H 1.043 -1.149 1.583 0.36
H 1.016 -1.881 0.116 0.38
H 0.885 1.123 -1.888 0.23
H 2.432 0.489 -1.292 0.22
H 1.231 -0.619 -1.954 0.21
H -1.255 -1.105 1.708 0.21
H -0.883 0.596 2.082 0.23
H -2.438 0.161 1.355 0.22
```

Relative energy (zero: lowest compared OMol25 entry of this formula, charge and spin): 18.3 kcal/mol
Charge: 0
Multiplicity: 1
F_max: 0.0116 hartree/bohr
SMILES: C[C@@](N)(O)[C@](C)(N)O
Kohn-Sham gap: 10.188 eV



(2)
A cluster of 2 separate species, C4H12N2O2 in total in a non-equilibrium geometry. Source: OMol25; level of theory: the ωB97M-V functional and the def2-TZVPD basis.

XYZ file:
```
20
Properties=species:S:1:pos:R:3:nbo_charge:R:1
C 1.489 -0.474 0.326 0.22
C 1.374 -1.842 0.989 -0.64
N 1.260 -0.591 -1.092 -0.86
O 2.703 0.181 0.536 -0.72
H 3.419 -0.439 0.347 0.46
H 0.694 0.203 0.807 0.18
H 0.331 -0.960 -1.246 0.36
H 1.305 0.321 -1.535 0.36
H 1.657 -1.768 2.037 0.22
H 0.347 -2.192 0.919 0.22
H 2.035 -2.551 0.491 0.20
C -2.552 0.318 -0.968 -0.28
C -1.023 2.193 0.494 -0.16
O -1.615 -0.040 0.022 -0.40
N -0.981 0.980 0.830 -0.09
H -3.326 1.018 -0.639 0.18
H -2.060 0.760 -1.839 0.17
H -3.034 -0.618 -1.257 0.21
H -0.688 2.899 1.240 0.21
H -1.336 2.602 -0.464 0.18
```

Relative energy (zero: lowest compared OMol25 entry of this formula, charge and spin): 102.0 kcal/mol
Charge: 0
Multiplicity: 1
F_max: 0.0421 hartree/bohr
SMILES: C[C@H](N)O.C=NOC
Kohn-Sham gap: 9.626 eV



(3)
A cluster of 2 separate species, C4H12N2O2 in total in a non-equilibrium geometry. Source: OMol25; level of theory: the ωB97M-V functional and the def2-TZVPD basis.

XYZ file:
```
20
Properties=species:S:1:pos:R:3:nbo_charge:R:1
O -1.304 0.835 1.600 -0.53
C -0.177 1.298 1.543 0.40
C 1.021 0.544 1.058 -0.17
C 2.280 1.449 0.773 -0.61
N 0.620 -0.178 -0.211 -0.61
C 0.176 -1.543 -0.128 -0.06
N 0.151 -2.116 -1.554 -0.85
H -0.190 2.300 1.836 0.12
H 1.139 -0.289 1.739 0.23
H 3.174 0.943 1.027 0.22
H 2.282 1.691 -0.279 0.22
H 2.082 2.362 1.258 0.20
H -0.087 0.402 -0.592 0.35
H -0.835 -1.817 0.315 0.17
H 0.969 -2.061 0.326 0.18
H -0.543 -1.692 -2.163 0.36
H 1.000 -1.918 -2.011 0.35
H -2.329 0.785 -1.959 0.48
H -2.631 -0.738 -1.623 0.48
O -2.349 -0.135 -2.224 -0.96
```

Relative energy (zero: lowest compared OMol25 entry of this formula, charge and spin): 72.6 kcal/mol
Charge: 0
Multiplicity: 1
F_max: 0.0937 hartree/bohr
SMILES: C[C@@H](C=O)NCN.O
Kohn-Sham gap: 9.531 eV